(1)
A structure of composition C29H25As2CrN4O14S4 at a distorted geometry, computed with ωB97M-V with the def2-TZVPD basis set.

Energy above the lowest of the compared OMol25 structures with the same formula, charge and spin = 117.09 kcal/mol
HOMO-LUMO gap (alpha / beta) = 6.772 / 6.789 eV
Spin multiplicity = 2
Charge = -2
E = -9501.3698 a.u.

```
79
Properties=species:S:1:pos:R:3:forces:R:3
C -4.705 2.601 3.057 0.0 0.1 0.0
O -1.049 1.588 1.177 -0.3 -0.6 1.0
C 0.583 1.236 -5.408 0.1 -0.1 0.0
C 3.667 -4.651 0.951 0.1 0.0 0.0
O 3.923 0.619 1.388 -0.9 -0.1 0.0
H 3.037 -6.499 1.811 0.0 0.0 0.0
H 1.646 -3.903 5.077 0.0 0.0 0.0
O -3.905 0.994 -1.901 0.5 0.0 0.7
C 1.753 -0.251 -6.876 0.0 -0.1 0.1
C -3.388 0.744 2.259 -0.1 -0.1 -0.4
H 3.939 -1.296 2.574 0.0 -0.1 -0.1
H 0.026 2.142 -5.213 0.0 0.0 0.0
O -0.282 -0.761 1.243 -0.9 -0.8 -0.4
C -1.171 3.249 -1.319 0.5 -0.5 -0.5
C -3.864 1.534 3.309 0.1 -0.2 0.0
O -1.703 -0.235 -1.057 1.4 1.1 0.0
S -1.573 4.013 0.194 -0.1 0.4 -0.1
H -3.720 4.742 -1.649 0.0 0.1 0.0
H -2.958 6.081 -2.551 0.0 0.0 0.0
S -1.713 -1.285 1.328 0.2 -1.1 1.2
H 3.072 -0.568 -1.021 0.0 0.1 0.1
O -0.166 0.025 3.935 -0.8 -0.2 0.1
S -0.361 1.297 2.557 0.7 2.1 0.4
H 0.644 -6.108 1.451 0.0 0.0 0.0
Cr -0.130 0.668 -0.257 0.3 0.3 0.5
N 3.830 -2.358 -0.115 0.1 0.0 0.0
N 1.660 -2.041 -0.514 0.0 -0.1 0.2
C 1.027 0.920 -6.678 0.0 0.1 -0.1
H 4.723 -4.810 1.139 0.0 0.0 0.0
O 2.567 2.289 2.985 -0.4 0.3 0.1
H 1.414 -1.313 -2.712 0.0 -0.1 0.0
C 0.802 -0.866 3.801 0.6 0.0 -0.2
H -5.027 3.226 3.882 0.0 0.0 0.0
C -2.021 5.598 -0.639 0.1 -0.4 0.3
C 1.546 -0.803 -4.535 -0.1 0.1 0.1
N -0.206 1.925 -2.819 0.0 -0.2 -0.6
H -4.956 2.313 -0.306 0.0 0.1 0.0
N -0.457 2.178 -1.485 -0.4 1.1 -0.1
As 2.210 1.007 2.036 2.6 0.1 0.7
H 4.202 1.509 1.142 0.1 0.0 0.1
C 2.003 -1.105 -5.820 0.0 -0.1 -0.1
H -0.238 -2.280 4.998 0.0 0.0 0.0
C 1.983 -0.629 3.056 -0.5 0.1 -0.3
C -3.817 1.041 0.958 0.6 -0.2 0.1
C -4.666 2.112 0.717 0.0 -0.1 -0.1
C 2.925 -2.705 3.841 0.0 0.0 0.0
S -1.732 4.041 -2.790 -0.1 0.3 0.1
C 1.352 -5.361 1.115 -0.1 -0.1 0.0
C -2.776 5.232 -1.891 0.1 -0.3 -0.1
H -3.411 0.647 -2.654 0.0 0.2 -0.1
O -1.712 -2.519 2.082 0.0 0.0 0.0
As -3.288 -0.056 -0.532 -2.4 0.0 -1.6
C 0.849 0.402 -4.323 0.1 -0.2 -0.1
C 2.849 -1.532 -0.594 0.0 -0.1 -0.1
H -1.109 6.149 -0.872 0.0 0.0 0.0
C 1.829 -3.266 0.108 0.4 -0.1 0.0
C 0.696 -2.084 4.488 -0.2 0.2 0.0
C 3.202 -3.487 0.355 -0.4 -0.1 0.0
O -0.923 2.285 3.444 -0.3 -0.2 0.1
C 1.743 -2.979 4.517 0.1 0.0 0.0
C 0.431 0.792 -2.962 -0.2 0.7 0.5
C 3.027 -1.540 3.100 0.1 0.0 -0.1
H 4.792 -2.106 0.009 0.0 0.1 0.0
O 1.804 -1.676 -3.551 0.0 0.0 -0.2
O -4.237 -1.376 -0.640 0.2 -0.4 0.3
C 2.717 -5.584 1.325 0.1 0.0 0.0
H -5.738 3.766 1.571 0.0 0.0 0.0
H -0.167 -4.022 0.368 0.0 0.0 0.0
C 0.888 -4.212 0.502 0.1 0.1 0.0
H -2.626 6.169 0.066 0.0 0.0 0.0
H 2.557 -2.024 -5.961 0.0 0.0 0.0
H 0.823 1.580 -7.511 0.0 0.0 0.0
H 3.755 -3.399 3.880 0.0 0.0 0.0
O 0.751 0.047 -1.961 0.3 -0.2 -0.3
H 2.127 -0.500 -7.862 0.0 0.0 0.0
O 1.508 1.411 0.549 -0.8 -1.1 -1.5
O -2.489 -0.217 2.568 -0.1 0.1 0.2
H -3.492 1.326 4.302 0.0 0.0 0.0
C -5.106 2.907 1.762 -0.1 0.0 0.1
```
Positions in Å, forces in eV/Å.

These are the Mulliken partial charges, in e, on atoms 1 to 2: number 1, C, carries -0.458; number 2, O, carries 0.276

***

(2)
A structure of composition C29H25AsCl3NO5OsS2Si, computed with ωB97M-V with the def2-TZVPD basis set.

Energy above the lowest of the compared OMol25 structures with the same formula, charge and spin = 6.58 kcal/mol
HOMO-LUMO gap (alpha / beta) = 5.269 / 5.270 eV
E = -6344.1374 a.u.

```
68
Properties=species:S:1:pos:R:3:forces:R:3
H 1.491 -1.698 5.373 0.0 0.0 0.0
S 2.028 0.942 0.442 -0.1 -0.2 -0.2
C 1.788 1.214 -5.404 0.0 0.0 0.0
Cl -0.951 -1.032 -3.680 0.1 0.0 0.0
O -0.120 2.812 -1.613 -0.1 -0.2 -0.1
H 1.629 1.699 -6.367 0.0 0.0 0.0
C 3.376 0.369 -3.745 0.0 0.0 0.0
H 2.512 -2.093 0.382 0.0 0.0 0.0
H 3.542 -3.911 -0.925 0.0 0.0 0.0
C 0.872 -0.795 2.174 0.0 -0.1 0.1
C -1.775 4.469 1.185 -0.1 0.1 -0.1
C -1.205 3.520 0.376 0.0 0.1 0.0
Os 0.019 1.118 -0.613 0.4 0.4 0.0
C 2.750 0.434 3.054 0.0 0.0 0.0
H -0.060 -2.195 3.515 0.0 0.0 0.0
H -2.921 0.155 1.533 0.0 0.0 0.0
C 1.531 2.179 -4.256 0.0 0.0 0.0
H -1.972 5.464 0.806 0.0 0.0 0.0
As -0.249 -1.003 0.613 0.0 -0.2 0.1
H 3.527 1.177 2.928 0.0 0.0 0.0
O -0.845 4.916 -1.520 0.0 -0.1 0.0
H -2.011 2.616 3.966 0.0 0.0 0.0
C -1.849 -1.710 1.436 0.0 0.0 0.0
H -2.964 -4.639 2.720 0.0 0.0 0.0
H -1.340 -3.168 -1.177 0.0 0.0 0.0
Cl -2.579 1.757 -3.044 0.0 0.0 -0.1
C 2.605 -0.239 4.258 0.0 0.0 0.0
C 1.602 -1.187 4.425 0.0 0.0 0.0
H 3.921 1.550 -5.473 0.0 0.0 0.0
C 1.685 -4.553 -1.792 0.0 0.0 0.0
C -3.983 -1.418 2.507 0.0 0.0 0.0
H -0.302 -4.978 -2.483 0.0 0.0 0.0
C -1.816 2.864 2.931 0.0 -0.2 0.1
Si -1.644 0.161 -2.147 0.1 0.0 0.0
C -1.869 -3.060 1.773 0.0 0.0 0.0
C -0.270 -3.323 -1.123 0.0 0.0 0.0
H 0.491 2.393 -4.016 0.0 0.0 0.0
H 2.058 3.128 -4.389 0.0 0.0 0.0
C -1.277 1.945 2.062 0.0 0.1 -0.1
H 2.139 -5.353 -2.363 0.0 0.0 0.0
C 0.733 -1.470 3.382 0.0 0.0 -0.1
C -2.103 4.147 2.498 0.4 0.0 -0.4
C -2.731 5.173 3.442 -0.5 -0.4 0.1
C 2.474 -3.743 -0.986 0.0 0.0 0.0
N -0.982 2.250 0.787 -0.1 -0.1 0.2
C -2.950 -3.587 2.468 0.0 0.0 0.0
O 1.229 0.404 -2.260 0.1 0.1 0.0
H -4.845 -3.176 3.381 0.0 0.0 0.0
C 0.315 -4.345 -1.858 0.0 0.0 0.0
Cl -3.223 -0.962 -1.442 0.0 0.0 0.1
O -2.639 4.840 4.629 0.1 0.1 0.6
H -1.050 0.943 2.383 0.1 -0.1 0.1
C 1.866 0.158 2.016 0.1 0.0 0.1
C 1.894 -2.721 -0.248 0.0 0.0 0.0
H -4.805 -0.773 2.790 0.0 0.0 0.0
S 2.261 1.432 -2.781 0.0 0.0 0.0
H 3.470 -0.108 -5.855 0.0 0.0 0.0
H 4.385 0.476 -3.352 0.0 0.0 0.0
H 3.008 -0.635 -3.526 0.0 0.0 0.0
C -4.004 -2.766 2.836 0.0 0.0 0.0
H 3.273 -0.012 5.079 0.0 0.0 0.0
C 3.228 0.744 -5.221 0.0 0.0 0.0
H 1.102 0.370 -5.333 0.0 0.0 0.0
O -3.304 6.100 2.866 0.0 0.5 -0.2
C -2.909 -0.890 1.806 0.0 0.0 0.0
C 0.521 -2.511 -0.319 0.0 0.0 0.0
C -0.727 3.841 -1.005 0.0 0.2 -0.1
H -1.049 -3.707 1.488 0.0 0.0 0.0
```
Positions in Å, forces in eV/Å.

These are the Mulliken partial charges, in e, on atoms 1 to 2: number 1, H, carries 0.420; number 2, S, carries -0.792

***

(3)
A structure of composition C29H25BrN2O4S2TeV, computed with ωB97M-V with the def2-TZVPD basis set.

HOMO-LUMO gap (alpha / beta) = 7.136 / 7.856 eV
Spin multiplicity = 4
E = -6113.0070 a.u.

```
65
Properties=species:S:1:pos:R:3:forces:R:3
O -5.033 0.298 -1.084 -0.1 0.0 0.0
H 0.829 1.246 0.560 0.0 0.0 0.0
C 2.864 4.144 1.350 0.0 0.0 0.0
H -0.933 2.062 -1.051 0.0 0.0 0.0
O -3.233 -3.587 0.802 0.0 0.0 0.0
H 0.078 -0.772 2.446 0.0 0.0 0.0
C -5.773 -3.570 -3.633 0.0 0.0 0.0
H -0.164 -2.322 3.282 0.0 0.0 0.0
H -6.294 -3.727 -4.568 0.0 0.0 0.0
H 0.950 5.043 0.888 0.0 0.0 0.0
H 4.022 -4.151 -2.903 0.0 0.0 0.0
H -5.843 -5.644 -3.104 0.0 0.0 0.0
O -2.817 -0.267 -1.982 0.0 0.0 -0.1
C 5.612 4.216 1.795 0.0 0.0 0.0
H 5.209 2.979 3.497 0.0 0.0 0.0
C 2.831 0.687 0.054 0.0 0.0 0.0
C 3.701 4.852 0.491 0.0 0.0 0.0
C 3.410 3.466 2.437 0.0 0.0 0.0
C -5.369 -2.288 -3.281 0.0 0.0 0.0
H -3.756 3.064 2.330 0.0 0.0 0.0
C -4.455 -3.218 -1.239 0.0 0.1 0.0
H 3.261 1.544 0.563 0.0 0.0 0.0
Te 0.505 3.243 2.864 0.1 0.0 0.0
C -4.851 -4.494 -1.592 0.0 0.0 0.0
H -5.562 -1.438 -3.921 0.0 0.0 0.0
H 2.709 2.899 4.401 0.0 0.0 0.0
C 4.786 3.507 2.650 0.0 0.0 0.0
H 6.679 4.245 1.974 0.0 0.0 0.0
C -1.575 2.082 -0.182 -0.1 0.1 0.1
C -5.517 -4.658 -2.801 0.0 0.0 0.0
H 5.706 5.449 0.038 0.0 0.0 0.0
C 3.644 -0.221 -0.557 0.0 0.0 0.0
C -4.708 -2.148 -2.078 0.0 0.0 0.1
C -2.691 1.312 1.564 0.1 0.0 0.0
N -3.521 -1.445 0.048 0.2 0.0 -0.1
H 3.273 5.375 -0.357 0.0 0.0 0.0
C 3.911 -2.315 -1.826 0.0 0.0 0.0
C 1.984 -3.595 -2.463 0.0 0.0 0.0
H 4.722 -0.106 -0.548 0.0 0.0 0.0
C 5.067 4.892 0.710 0.0 0.0 0.0
C 0.790 -0.535 -0.607 -0.2 -0.1 0.0
C 3.382 -3.413 -2.437 0.0 0.0 0.0
V -1.345 -0.921 -0.372 0.2 0.0 0.3
C 3.082 -1.345 -1.208 0.0 0.0 0.0
N -1.823 1.021 0.538 -0.1 -0.1 -0.1
H 4.985 -2.167 -1.798 0.0 0.0 0.0
C 1.663 -1.491 -1.224 0.1 0.1 0.0
H -1.530 -1.199 3.077 0.0 0.0 0.0
H 1.550 -4.463 -2.940 0.0 0.0 0.0
C 1.193 -2.657 -1.876 0.0 0.0 0.0
H -1.662 -2.790 1.408 0.0 0.0 0.1
C 1.382 4.064 1.089 0.0 0.0 0.0
C 1.426 0.515 0.024 0.0 0.0 0.0
O -0.897 -2.180 1.346 0.0 0.1 -0.1
C -3.696 -2.797 -0.012 0.0 0.0 0.1
Br -0.704 -2.959 -1.953 0.0 0.0 0.0
H -4.640 -5.328 -0.936 0.0 0.0 0.0
H 1.174 3.411 0.240 0.0 0.0 0.0
H -3.015 0.523 2.223 0.0 0.0 0.0
H 2.635 1.602 3.199 0.0 0.0 0.0
S -4.040 -0.709 -1.294 0.0 0.0 0.0
C 2.512 2.674 3.355 0.0 0.0 0.0
C -3.086 2.604 1.625 0.0 0.0 0.0
C -0.621 -1.589 2.615 0.0 0.0 0.0
S -2.377 3.489 0.344 0.1 -0.1 0.0
```
Positions in Å, forces in eV/Å.

These are the Mulliken partial charges, in e, on atoms 1 to 2: number 1, O, carries -0.691; number 2, H, carries -0.025